# 1
Here is a cluster of 3 separate species, C3H9NO2 in total at a distorted geometry from the Open Molecules 2025 dataset. Energies are from ωB97M-V/def2-TZVPD.

Calculated values
Net charge: -1
E_tot: -324.83560 Ha
E_LUMO (alpha / beta): 3.70 / 3.64 eV
ΔE to the lowest compared entry with this formula, charge and spin: 211.3 kJ/mol
2S+1: 2

Structure (XYZ):
```
15
Properties=species:S:1:pos:R:3:lowdin_charge:R:1
C 0.823 -1.565 0.733 -0.3924
C 1.904 -0.853 0.336 -0.0836
C -0.910 -1.430 -0.871 -0.2660
N -0.467 -1.298 0.396 -0.1624
H 1.059 -2.498 1.260 0.0561
H 1.776 -0.098 -0.427 -0.0020
H 2.939 -1.088 0.578 -0.0006
H -1.840 -0.913 -1.088 -0.0565
H -0.345 -1.750 -1.751 -0.0264
H 1.777 2.785 -0.796 0.0411
H 0.368 2.508 -0.468 0.0241
O 1.237 2.152 -0.275 -0.0777
H -2.472 0.837 0.297 -0.0086
H -3.294 1.539 1.340 0.0264
O -2.555 1.674 0.733 -0.0712
```

=====

# 2
Here is an isolated molecule of C3H9NO2 at a distorted geometry from the Open Molecules 2025 dataset. Energies are from ωB97M-V/def2-TZVPD.

Calculated values
Net charge: 0
E_tot: -324.90612 Ha
E_LUMO: 0.91 eV
ΔE to the lowest compared entry with this formula, charge and spin: 174.6 kJ/mol

Structure (XYZ):
```
15
Properties=species:S:1:pos:R:3:lowdin_charge:R:1
O 1.403 2.255 1.464 -0.0778
C 0.386 1.706 0.608 -0.2456
C 0.478 0.182 0.566 -0.2236
N -0.372 -0.281 -0.519 -0.0652
C -0.429 -1.705 -0.688 -0.3271
O -1.573 -2.030 -1.454 -0.0467
H 0.963 2.466 2.294 0.0796
H 0.591 2.124 -0.373 0.1135
H -0.598 1.961 0.983 0.1173
H 0.067 -0.188 1.504 0.1203
H 1.526 -0.097 0.408 0.1219
H -0.110 0.165 -1.388 0.1143
H -0.478 -2.158 0.308 0.1193
H 0.466 -2.084 -1.213 0.1229
H -1.391 -2.845 -1.925 0.0770
```

=====

# 3
Here is a cluster of 2 separate species, C3H9NO2 in total at a distorted geometry from the Open Molecules 2025 dataset. Energies are from ωB97M-V/def2-TZVPD.

Calculated values
Net charge: 0
E_tot: -324.90266 Ha
E_LUMO: 0.62 eV
ΔE to the lowest compared entry with this formula, charge and spin: 183.7 kJ/mol

Structure (XYZ):
```
15
Properties=species:S:1:pos:R:3:lowdin_charge:R:1
C -1.360 0.560 -0.448 -0.1494
N -0.324 -0.356 -0.024 -0.1397
C 0.717 -0.545 -1.024 -0.2116
C 1.445 -1.861 -0.703 -0.2451
O 2.631 -1.987 -0.862 0.0483
H -2.030 0.753 0.389 0.0725
H -0.993 1.530 -0.825 0.0772
H -1.901 0.101 -1.279 0.0787
H 0.053 -0.216 0.904 0.0849
H 1.422 0.283 -1.211 0.1221
H 0.236 -0.637 -1.996 0.1151
H 0.735 -2.606 -0.293 0.1220
O -0.379 1.397 2.649 -0.0231
H -0.800 2.087 2.156 0.0271
H 0.547 1.497 2.568 0.0211
```

=====

# 4
Here is a cluster of 2 separate species, C3H9NO2 in total at a distorted geometry from the Open Molecules 2025 dataset. Energies are from ωB97M-V/def2-TZVPD.

Calculated values
Net charge: 0
E_tot: -324.89795 Ha
E_LUMO: 0.71 eV
ΔE to the lowest compared entry with this formula, charge and spin: 196.0 kJ/mol

Structure (XYZ):
```
15
Properties=species:S:1:pos:R:3:lowdin_charge:R:1
N 0.094 0.430 -0.333 0.0170
C -0.300 0.586 1.069 -0.1852
C 0.691 1.428 1.845 -0.2555
O 1.624 1.974 1.329 0.0582
H -0.120 1.271 -0.855 0.1150
H 1.092 0.271 -0.434 0.1105
H -0.263 -0.404 1.529 0.1288
H -1.295 1.019 1.151 0.1312
H 0.529 1.496 2.934 0.1208
C -0.583 -2.320 -2.061 -0.2275
O -1.318 -1.498 -1.206 -0.2062
H -0.827 -2.155 -3.117 0.0645
H 0.509 -2.133 -1.987 0.0690
H -0.724 -3.380 -1.835 0.0650
H -0.706 -0.722 -0.850 -0.0054
```

=====

# 5
Here is a cluster of 2 separate species, C3H9NO2 in total at a distorted geometry from the Open Molecules 2025 dataset. Energies are from ωB97M-V/def2-TZVPD.

Calculated values
Net charge: 0
E_tot: -324.90109 Ha
E_LUMO: 0.93 eV
ΔE to the lowest compared entry with this formula, charge and spin: 187.8 kJ/mol

Structure (XYZ):
```
15
Properties=species:S:1:pos:R:3:lowdin_charge:R:1
C 1.298 -1.977 -0.735 -0.0653
C -0.186 -2.180 -0.598 -0.3326
O -0.916 -1.926 -1.521 0.0367
H 1.468 -1.085 -1.343 0.0820
H 1.622 -2.704 -1.489 0.0854
H 1.958 -1.973 0.127 0.0729
H -0.554 -2.591 0.343 0.1098
N -0.087 2.142 1.602 0.0224
C -0.612 1.301 0.583 -0.3345
O -0.728 1.982 -0.698 -0.0880
H 0.741 2.635 1.313 0.0732
H -0.802 2.694 2.044 0.0648
H 0.066 0.466 0.385 0.0906
H -1.628 0.964 0.799 0.1192
H -1.640 2.253 -0.812 0.0635
```

=====

# 6
Here is a cluster of 2 separate species, C3H9NO2 in total at a distorted geometry from the Open Molecules 2025 dataset. Energies are from ωB97M-V/def2-TZVPD.

Calculated values
Net charge: 0
E_tot: -324.91446 Ha
E_LUMO: 0.70 eV
ΔE to the lowest compared entry with this formula, charge and spin: 152.7 kJ/mol

Structure (XYZ):
```
15
Properties=species:S:1:pos:R:3:lowdin_charge:R:1
C -1.910 -0.466 -0.501 -0.0085
C -0.586 -0.079 -1.109 -0.5507
N -0.700 0.289 -2.442 0.1444
O 0.554 -0.193 -0.683 0.0229
H -2.009 -1.558 -0.582 0.1028
H -2.739 0.208 -0.687 0.0868
H -1.809 -0.528 0.584 0.0706
H 0.123 0.485 -2.925 0.0808
H -1.556 -0.035 -2.859 0.0936
C 0.578 0.184 2.192 -0.1428
O 2.030 0.278 2.155 -0.1459
H 0.419 -0.889 2.305 0.0820
H 0.158 0.514 1.258 0.0251
H 0.341 0.876 3.000 0.0834
H 2.296 -0.083 1.301 0.0554
```

=====

# 7
Here is a structure of composition C3H9NO2 at a distorted geometry from the Open Molecules 2025 dataset. Energies are from ωB97M-V/def2-TZVPD.

Calculated values
Net charge: 0
E_tot: -324.81590 Ha
E_LUMO: 0.58 eV
ΔE to the lowest compared entry with this formula, charge and spin: 411.4 kJ/mol

Structure (XYZ):
```
15
Properties=species:S:1:pos:R:3:lowdin_charge:R:1
C -0.783 -0.247 -0.329 -0.4227
C 1.326 0.152 0.742 -0.0900
C -0.424 0.076 -1.755 -0.0529
N 0.981 0.885 1.863 0.0502
O -0.031 -1.053 0.374 -0.1033
O -2.082 -1.535 -0.447 -0.1829
H -2.311 -1.725 0.474 0.0082
H -1.320 0.551 0.204 0.1260
H 1.406 0.564 2.724 0.1024
H 0.577 1.795 1.681 0.0983
H 1.671 0.754 -0.095 0.1094
H 2.041 -0.644 0.923 0.1091
H -0.088 1.111 -1.863 0.0734
H -1.317 -0.095 -2.364 0.0854
H 0.355 -0.590 -2.133 0.0895
```

=====

# 8
Here is a cluster of 2 separate species, C3H9NO2 in total at a distorted geometry from the Open Molecules 2025 dataset. Energies are from ωB97M-V/def2-TZVPD.

Calculated values
Net charge: 0
E_tot: -324.83372 Ha
E_LUMO: 0.98 eV
ΔE to the lowest compared entry with this formula, charge and spin: 364.7 kJ/mol

Structure (XYZ):
```
15
Properties=species:S:1:pos:R:3:lowdin_charge:R:1
C 0.195 1.640 0.836 -0.0261
C 0.944 0.679 1.386 -0.2223
N 0.800 -0.664 1.131 -0.0875
O 1.986 -1.430 1.291 -0.0585
H -0.690 1.427 0.265 0.0282
H 0.256 2.649 1.207 0.0389
H 1.732 0.909 2.098 0.1139
H 0.387 -0.862 0.195 0.1025
H 1.879 -1.915 2.119 0.0893
C -1.572 -0.570 -1.815 -0.1525
O -0.193 -0.490 -1.540 -0.1608
H -2.168 -0.003 -1.095 0.0752
H -1.798 -0.214 -2.830 0.0826
H -1.845 -1.618 -1.749 0.0819
H 0.086 0.463 -1.500 0.0952
```

=====

# 9
Here is a cluster of 2 separate species, C3H9NO2 in total at a distorted geometry from the Open Molecules 2025 dataset. Energies are from ωB97M-V/def2-TZVPD.

Calculated values
Net charge: 0
E_tot: -324.75768 Ha
E_LUMO: -1.43 eV
ΔE to the lowest compared entry with this formula, charge and spin: 564.3 kJ/mol

Structure (XYZ):
```
15
Properties=species:S:1:pos:R:3:lowdin_charge:R:1
C 1.150 0.707 0.090 -0.3430
C -0.561 -0.661 1.300 -0.0883
C -0.121 -1.078 -1.082 -0.0777
N 0.242 -0.401 0.139 -0.2783
O 0.829 1.613 -0.856 -0.0227
O -0.979 1.700 -0.349 -0.0236
H -0.909 2.584 -0.734 0.0469
H 2.142 0.302 -0.207 0.1544
H 1.213 1.138 1.101 0.1282
H -1.551 -0.201 1.168 0.0798
H -0.700 -1.736 1.433 0.0830
H -0.092 -0.229 2.183 0.0854
H 0.526 -0.745 -1.889 0.0873
H -1.152 -0.834 -1.356 0.0859
H -0.035 -2.160 -0.940 0.0827
```

=====

# 10
Here is a cluster of 2 separate species, C3H9NO2 in total from the Open Molecules 2025 dataset. Energies are from ωB97M-V/def2-TZVPD.

Calculated values
Net charge: 0
E_tot: -324.88474 Ha
E_LUMO: 0.88 eV
ΔE to the lowest compared entry with this formula, charge and spin: 230.7 kJ/mol

Structure (XYZ):
```
15
Properties=species:S:1:pos:R:3:lowdin_charge:R:1
C -0.748 -2.098 1.308 -0.0255
C -0.571 -1.151 2.228 -0.2967
O -1.130 0.081 2.172 -0.0033
H -0.065 -2.939 1.241 0.0476
H -1.620 -2.074 0.652 0.0592
H 0.017 -1.363 3.105 0.1051
H -1.643 0.096 1.354 0.0909
N 0.912 1.664 -2.387 0.0189
C 0.618 1.473 -0.996 -0.3515
O 0.180 0.166 -0.640 -0.0869
H 1.870 1.476 -2.626 0.0637
H 0.251 1.233 -3.012 0.0697
H 1.534 1.757 -0.464 0.1158
H -0.178 2.130 -0.659 0.1081
H 0.574 -0.451 -1.276 0.0851
```

=====

# 11
Here is a cluster of 2 separate species, C3H9NO2 in total at a distorted geometry from the Open Molecules 2025 dataset. Energies are from ωB97M-V/def2-TZVPD.

Calculated values
Net charge: 0
E_tot: -324.88052 Ha
E_LUMO: 0.92 eV
ΔE to the lowest compared entry with this formula, charge and spin: 241.8 kJ/mol

Structure (XYZ):
```
15
Properties=species:S:1:pos:R:3:lowdin_charge:R:1
C 1.999 -2.366 -1.795 -0.0225
C 1.083 -1.286 -1.120 -0.2818
O 0.465 -1.637 -0.142 0.0101
H 1.975 -2.159 -2.906 0.0940
H 1.238 -3.106 -1.608 0.0648
H 2.878 -2.427 -1.211 0.0635
H 0.849 -0.266 -1.424 0.1041
N -1.905 1.584 1.953 0.0094
C -1.493 1.810 0.657 -0.3730
O -0.051 1.675 0.373 -0.1043
H -1.830 0.593 2.332 0.1113
H -1.246 2.117 2.545 0.0890
H -1.989 1.171 -0.068 0.1144
H -1.581 2.827 0.321 0.1064
H 0.055 0.731 0.189 0.0146
```

=====

# 12
Here is a cluster of 2 separate species, C3H9NO2 in total at a distorted geometry from the Open Molecules 2025 dataset. Energies are from ωB97M-V/def2-TZVPD.

Calculated values
Net charge: 0
E_tot: -324.91518 Ha
E_LUMO: 0.78 eV
ΔE to the lowest compared entry with this formula, charge and spin: 150.8 kJ/mol

Structure (XYZ):
```
15
Properties=species:S:1:pos:R:3:lowdin_charge:R:1
C 1.795 1.459 1.782 -0.0014
C 0.656 1.364 0.741 -0.4780
N -0.630 1.901 0.992 0.1353
O 0.967 0.873 -0.393 -0.0339
H 2.676 1.769 1.230 0.0864
H 1.915 0.457 2.208 0.0912
H 1.606 2.125 2.520 0.0245
H -1.436 1.859 0.371 0.1066
H -0.851 2.084 1.946 0.0746
C -1.053 -2.411 -1.496 -0.1207
O -1.676 -2.080 -2.770 -0.1501
H -1.883 -3.005 -1.019 0.0942
H -0.127 -2.872 -1.681 0.0559
H -0.910 -1.470 -0.945 0.0618
H -1.050 -2.055 -3.486 0.0535
```

=====

# 13
Here is a cluster of 2 separate species, C3H9NO2S in total at a distorted geometry from the Open Molecules 2025 dataset. Energies are from ωB97M-V/def2-TZVPD.

Calculated values
Net charge: -2
E_tot: -723.05482 Ha
E_LUMO: 6.08 eV
ΔE to the lowest compared entry with this formula, charge and spin: 71.5 kJ/mol

Structure (XYZ):
```
16
Properties=species:S:1:pos:R:3:lowdin_charge:R:1
C -0.578 0.398 0.339 -0.3878
C -1.806 -0.483 0.552 -0.7596
S -2.918 0.208 1.898 -0.0746
N 0.161 0.073 -0.889 -0.0917
C 1.344 0.901 -1.215 -0.5385
O 2.518 0.516 -0.713 -0.3075
H -1.005 1.410 0.392 0.0600
H 0.124 0.329 1.185 0.0969
H -1.560 -1.506 0.850 0.0174
H -2.412 -0.534 -0.354 0.0171
H -0.135 -0.846 -1.174 0.0723
H 0.974 1.917 -0.956 0.0800
H 1.310 0.990 -2.343 0.0679
H 2.948 -0.905 -1.079 -0.0291
H 2.905 -1.859 -2.385 -0.0211
O 3.351 -1.746 -1.536 -0.2017
```

=====

# 14
Here is a cluster of 2 separate species, C3H9NO2S2 in total at a distorted geometry from the Open Molecules 2025 dataset. Energies are from ωB97M-V/def2-TZVPD.

Calculated values
Net charge: 0
E_tot: -1121.28757 Ha
E_LUMO: 0.28 eV
ΔE to the lowest compared entry with this formula, charge and spin: 152.0 kJ/mol

Structure (XYZ):
```
17
Properties=species:S:1:pos:R:3:lowdin_charge:R:1
N 0.299 1.016 0.342 0.0382
C -0.980 0.282 0.324 -0.4157
C -1.840 1.231 1.190 -0.2261
O -2.435 0.890 2.178 0.0516
C -0.952 -1.129 0.822 -0.4964
S -0.628 -2.494 -0.386 0.4013
S 0.977 -2.084 -1.552 0.2925
H 1.000 0.539 0.908 0.0798
H 0.707 1.077 -0.585 0.0344
H -1.403 0.326 -0.690 0.1441
H -1.870 2.275 0.894 0.1139
H -1.982 -1.397 1.128 0.0782
H -0.388 -1.460 1.691 0.0727
H 0.323 -1.596 -2.642 -0.1760
O 2.682 0.760 -1.195 -0.0700
H 3.088 1.597 -1.407 0.0458
H 3.400 0.166 -1.020 0.0319
```

=====

# 15
Here is an isolated molecule of C3H9NO2S3 at a distorted geometry from the Open Molecules 2025 dataset. Energies are from ωB97M-V/def2-TZVPD.

Calculated values
Net charge: 0
E_tot: -1519.44036 Ha
E_LUMO: 0.58 eV
ΔE to the lowest compared entry with this formula, charge and spin: 0.0 kJ/mol

Structure (XYZ):
```
18
Properties=species:S:1:pos:R:3:lowdin_charge:R:1
C 0.992 -2.029 0.513 -0.1187
C 2.177 0.078 0.007 -0.0970
C -3.031 1.861 0.141 -0.3036
N 1.151 -0.617 0.733 -0.4573
O 0.169 1.561 1.392 -0.4183
O -1.162 0.034 -0.151 -0.7506
S -2.762 0.155 -0.511 0.4341
S -3.809 -0.985 0.634 0.1173
S -0.184 0.172 1.295 0.9295
H 0.139 -2.369 1.097 0.0794
H 0.805 -2.252 -0.544 0.0941
H 1.887 -2.568 0.832 0.0922
H 2.066 1.138 0.227 0.0737
H 3.163 -0.256 0.326 0.0926
H 2.081 -0.075 -1.073 0.0945
H -2.855 1.877 1.213 0.0455
H -4.057 2.135 -0.082 0.0441
H -2.335 2.522 -0.367 0.0485
```

=====

# 16
Here is a structure of composition C3H9NO3 from the Open Molecules 2025 dataset. Energies are from ωB97M-V/def2-TZVPD.

Calculated values
Net charge: 0
E_tot: -399.90651 Ha
E_LUMO (alpha / beta): -1.92 / -1.24 eV
ΔE to the lowest compared entry with this formula, charge and spin: 827.0 kJ/mol

Structure (XYZ):
```
16
Properties=species:S:1:pos:R:3:lowdin_charge:R:1
C 1.065 -0.057 -0.732 -0.1336
C 2.168 0.412 0.185 -0.1420
N -0.817 1.304 -0.319 -0.3066
O -0.397 2.204 0.322 0.1442
O -1.617 1.182 -1.189 0.1249
H 0.997 0.507 -1.659 0.0774
H 1.097 -1.124 -0.985 0.0908
H 1.957 1.417 0.562 0.0640
H 3.129 0.464 -0.338 0.0738
H 2.280 -0.247 1.046 0.0755
C -2.015 -1.187 0.606 -0.1689
O -0.970 -0.309 0.907 -0.2096
H 0.012 -0.250 0.053 0.0694
H -2.459 -0.948 -0.375 0.0747
H -2.795 -1.151 1.372 0.0798
H -1.635 -2.216 0.544 0.0864
```